[1]
Molecular formula: C39H83AsF6N5O11
Method: DFT, ωB97M-V with the def2-TZVPD basis set

Output
**Gap between HOMO and LUMO**: 8.6318 eV
**Energy**: -5472.26300 Ha
**HOMO energy**: -6.45 eV
**LUMO level**: 2.18 eV

```
! wB97M-V def2-TZVPD RIJCOSX def2/J DEFGRID3
* xyz -1 1
As 0.394 -0.083 -0.542
F 1.257 -1.091 -1.673
F 0.614 1.239 -1.670
F -0.382 1.024 0.573
F 0.212 -1.439 0.564
F 1.900 0.344 0.261
F -1.132 -0.415 -1.327
C 1.784 1.774 -4.732
O 2.253 2.807 -5.161
N 2.507 0.632 -4.646
C 1.893 -0.682 -4.589
C 3.851 0.580 -5.180
H 0.728 1.655 -4.454
H 1.090 -0.738 -3.859
H 2.599 -1.404 -4.169
H 1.627 -1.074 -5.576
H 4.414 1.490 -4.989
H 4.396 -0.187 -4.630
H 3.801 0.339 -6.245
C 2.467 3.853 -1.969
O 2.482 4.583 -2.946
N 3.446 3.851 -1.047
C 3.393 2.980 0.124
C 4.644 4.669 -1.105
H 1.669 3.145 -1.713
H 2.407 2.560 0.319
H 3.622 3.576 1.010
H 4.082 2.148 -0.038
H 5.516 4.030 -1.264
H 4.597 5.363 -1.939
H 4.738 5.206 -0.162
C -1.154 -4.201 3.431
O -1.167 -4.366 4.642
N -0.265 -4.720 2.584
C -0.356 -4.451 1.150
C 0.768 -5.686 2.882
H -1.826 -3.516 2.895
H 0.646 -4.360 0.735
H -0.885 -3.533 0.900
H -0.918 -5.233 0.631
H 0.638 -6.617 2.331
H 1.762 -5.279 2.678
H 0.782 -5.861 3.959
C -1.423 6.078 -0.581
O -1.017 5.850 -1.702
N -1.269 5.296 0.496
C -1.676 5.686 1.823
C -0.742 3.932 0.419
H -2.025 6.983 -0.390
H -1.893 6.756 1.829
H -0.917 5.518 2.589
H -2.566 5.124 2.112
H -0.517 3.621 -0.598
H 0.194 3.922 0.977
H -1.478 3.242 0.827
C 6.098 2.027 -1.192
O 6.990 2.340 -0.425
N 5.183 1.061 -1.019
C 4.116 0.756 -1.956
C 5.138 0.270 0.208
H 5.970 2.538 -2.163
H 4.340 -0.164 -2.494
H 3.994 1.638 -2.586
H 3.213 0.644 -1.355
H 5.696 0.769 0.996
H 4.097 0.235 0.525
H 5.440 -0.763 0.027
C -0.520 -0.519 3.664
C -1.087 -0.896 5.008
C -0.011 -0.309 5.940
O 0.219 0.970 5.342
C 0.339 0.721 3.930
H -1.190 -0.277 2.839
H 0.148 -1.302 3.298
H -1.220 -1.971 5.124
H -1.984 -0.321 5.243
H 0.901 -0.902 6.075
H -0.360 -0.066 6.946
H 1.413 0.518 3.798
H 0.197 1.643 3.365
C -0.369 -3.825 -2.568
C 0.475 -5.019 -2.949
C -0.332 -5.719 -4.086
O -1.647 -5.166 -3.971
C -1.765 -4.364 -2.831
H -0.125 -2.987 -3.224
H -0.197 -3.507 -1.540
H 0.577 -5.696 -2.094
H 1.490 -4.746 -3.239
H -0.339 -6.800 -3.977
H 0.174 -5.372 -4.987
H -2.168 -4.926 -1.970
H -2.518 -3.571 -2.883
C -3.547 2.271 -2.690
C -4.002 1.316 -3.771
C -3.348 1.945 -4.989
O -2.089 2.393 -4.546
C -2.142 2.715 -3.130
H -3.607 1.786 -1.714
H -4.240 3.120 -2.674
H -5.073 1.221 -3.966
H -3.638 0.317 -3.521
H -3.892 2.799 -5.416
H -3.278 1.230 -5.815
H -1.923 3.751 -2.888
H -1.476 1.977 -2.682
C 2.991 -1.486 2.023
C 4.324 -2.084 2.446
C 3.822 -3.100 3.457
O 2.668 -3.635 2.843
C 1.909 -2.515 2.379
H 2.833 -1.315 0.958
H 2.817 -0.523 2.505
H 4.953 -1.296 2.861
H 4.815 -2.529 1.582
H 3.685 -2.657 4.452
H 4.524 -3.918 3.640
H 1.177 -2.219 3.152
H 1.163 -2.814 1.637
C -5.572 -2.396 0.207
C -4.396 -1.666 -0.454
C -3.258 -1.973 0.519
O -3.580 -3.234 1.099
C -4.907 -3.633 0.775
H -6.377 -2.651 -0.480
H -5.893 -1.729 1.012
H -4.499 -0.606 -0.676
H -4.210 -2.194 -1.397
H -3.235 -1.149 1.241
H -2.329 -1.979 -0.045
H -5.481 -3.898 1.665
H -4.991 -4.456 0.061
C -4.204 2.444 1.898
C -3.187 1.805 2.797
C -3.026 2.862 3.862
O -4.358 3.339 4.117
C -5.173 2.993 2.975
H -4.600 1.656 1.247
H -3.799 3.157 1.177
H -2.225 1.618 2.311
H -3.528 0.848 3.194
H -2.452 3.758 3.615
H -2.487 2.448 4.720
H -5.728 3.834 2.560
H -5.869 2.186 3.207
*
```

=====

[2]
Molecular formula: C39H83N4O5Y
Method: DFT, ωB97M-V with the def2-TZVPD basis set

Output
**Gap between HOMO and LUMO (spin up / spin down)**: 6.2812 / 5.8919 eV
**Energy**: -2168.73063 Ha
**HOMO energy (spin up / spin down)**: -8.75 / -9.45 eV
**LUMO level (spin up / spin down)**: -2.47 / -3.55 eV

```
! wB97M-V def2-TZVPD RIJCOSX def2/J DEFGRID3
* xyz 1 2
Y -13.249 22.413 -3.507
C -9.368 20.427 -3.313
C -9.665 21.844 -3.992
C -8.729 22.073 -5.218
O -11.044 22.081 -4.156
H -8.289 20.288 -3.241
H -9.952 19.564 -3.633
H -9.662 20.468 -2.264
H -9.324 22.637 -3.326
H -7.656 22.089 -5.026
H -9.105 22.922 -5.788
H -8.861 21.190 -5.844
C -12.613 27.070 -4.568
C -11.515 26.180 -4.155
C -10.254 27.063 -3.909
C -10.063 27.817 -2.659
C -10.266 26.866 -1.505
C -11.602 26.107 -1.497
N -11.810 25.514 -2.881
O -13.022 24.862 -2.844
C -11.440 24.951 -0.446
C -12.657 27.098 -0.848
C -11.276 25.092 -5.225
H -12.799 27.880 -3.863
H -13.626 26.697 -4.720
H -12.347 27.501 -5.533
H -9.282 26.598 -4.073
H -10.295 27.874 -4.636
H -10.742 28.668 -2.622
H -9.044 28.200 -2.596
H -10.255 27.562 -0.666
H -9.315 26.341 -1.589
H -10.765 24.178 -0.813
H -10.935 25.185 0.491
H -12.327 24.390 -0.150
H -12.434 27.500 0.141
H -12.674 28.027 -1.417
H -13.549 26.491 -0.693
H -10.339 24.536 -5.206
H -11.312 25.445 -6.255
H -11.967 24.257 -5.108
H -13.587 25.592 -2.578
C -5.278 22.250 -2.567
C -4.064 22.687 -3.555
C -2.824 22.930 -2.672
C -1.911 21.755 -2.352
C -1.648 20.870 -3.479
C -2.891 20.478 -4.290
N -3.765 21.635 -4.577
O -4.834 21.326 -5.304
C -2.236 19.783 -5.563
C -3.649 19.373 -3.624
C -4.550 23.980 -4.138
H -6.005 21.705 -3.169
H -5.719 23.113 -2.068
H -5.017 21.596 -1.735
H -2.233 23.663 -3.222
H -3.150 23.294 -1.698
H -2.449 21.196 -1.587
H -1.005 22.162 -1.903
H -1.236 19.985 -2.995
H -0.865 21.244 -4.138
H -1.440 19.041 -5.496
H -3.019 19.502 -6.267
H -1.731 20.546 -6.156
H -4.252 19.788 -2.816
H -4.528 18.922 -4.085
H -3.012 18.502 -3.472
H -5.490 23.781 -4.653
H -3.939 24.387 -4.943
H -4.839 24.747 -3.419
H -4.400 21.565 -6.126
C -13.891 17.915 -5.781
C -13.850 19.506 -5.687
C -14.873 19.999 -6.800
C -16.238 19.539 -6.483
C -16.752 20.046 -5.158
C -15.841 19.827 -3.928
N -14.416 20.073 -4.341
O -13.490 20.073 -3.385
C -16.213 20.758 -2.716
C -16.044 18.359 -3.358
C -12.465 20.091 -6.066
H -13.308 17.438 -4.993
H -13.475 17.682 -6.761
H -14.854 17.416 -5.672
H -14.915 21.041 -7.119
H -14.541 19.464 -7.689
H -16.341 18.455 -6.524
H -16.883 19.956 -7.256
H -17.687 19.503 -5.018
H -17.139 21.058 -5.273
H -15.870 21.786 -2.831
H -17.303 20.740 -2.693
H -15.789 20.293 -1.827
H -16.813 18.394 -2.586
H -16.446 17.685 -4.114
H -15.131 17.928 -2.947
H -12.584 21.172 -6.138
H -12.001 19.912 -7.036
H -11.647 19.970 -5.355
H -13.582 19.224 -2.945
C -9.356 16.894 3.026
C -9.413 18.462 3.111
C -8.136 18.771 3.844
C -7.654 20.192 4.021
C -7.457 20.610 2.586
C -8.587 20.309 1.515
N -9.189 18.998 1.718
O -10.155 18.609 0.874
C -9.747 21.379 1.611
C -8.014 20.284 0.180
C -10.598 18.960 3.952
H -10.283 16.476 2.633
H -9.332 16.490 4.038
H -8.549 16.425 2.463
H -8.154 18.364 4.855
H -7.338 18.205 3.365
H -6.651 20.356 4.414
H -8.426 20.828 4.456
H -6.450 20.430 2.208
H -7.415 21.693 2.702
H -10.651 21.044 1.104
H -10.066 21.486 2.648
H -9.330 22.382 1.514
H -8.846 20.382 -0.518
H -7.329 21.123 0.053
H -7.472 19.369 -0.060
H -11.432 19.129 3.271
H -10.486 19.925 4.444
H -10.890 18.293 4.763
H -9.817 17.826 0.432
*
```

=====

[3]
Molecular formula: C39H84F5N2O14P2SSi
Method: DFT, ωB97M-V with the def2-TZVPD basis set

Output
**Gap between HOMO and LUMO**: 8.0978 eV
**Energy**: -4568.78031 Ha
**HOMO energy**: -10.71 eV
**LUMO level**: -2.61 eV

```
! wB97M-V def2-TZVPD RIJCOSX def2/J DEFGRID3
* xyz 1 1
C -0.334 -3.027 0.662
C -0.046 -1.566 0.317
C 0.485 -0.627 1.447
C -0.054 -1.102 2.802
C -1.568 -1.216 3.042
O -2.396 -1.140 1.875
Si -4.042 -1.278 2.138
C -4.707 0.437 2.524
C -4.873 -1.852 0.575
C -4.461 -2.377 3.578
C -0.109 0.806 1.162
P -0.555 1.898 2.590
C 0.587 3.184 3.186
C -2.127 2.768 2.223
N 0.490 1.399 -0.117
C -0.297 2.577 -0.633
C -1.508 2.027 -1.388
C -1.176 1.840 -2.867
N -0.389 0.599 -3.039
C 1.969 1.488 -0.235
S 2.962 2.900 0.349
O 4.122 2.850 -0.495
O 3.164 2.878 1.761
C 2.271 4.567 -0.165
F 3.200 5.370 0.358
F 1.099 4.885 0.398
C 2.213 4.809 -1.726
F 2.290 3.659 -2.404
F 1.052 5.367 -2.022
F 3.177 5.589 -2.106
C 2.585 0.130 0.178
O 3.983 0.139 0.063
C 2.077 -0.554 1.466
C 2.532 0.013 2.839
C 3.887 0.583 3.130
O 4.919 0.537 2.563
O 3.796 1.276 4.368
C 4.403 0.586 5.390
C 5.329 1.403 6.216
O 4.179 -0.576 5.555
P 2.828 -2.272 1.413
O 2.239 -3.113 2.457
O 4.387 -2.131 1.691
O 2.717 -2.864 -0.078
H -0.968 -3.141 1.533
H 0.529 -3.670 0.782
H -0.897 -3.447 -0.173
H 0.601 -1.552 -0.563
H -1.001 -1.186 -0.044
H 0.387 -2.083 2.973
H 0.310 -0.503 3.629
H -1.742 -2.170 3.544
H -1.880 -0.448 3.756
H -5.794 0.444 2.491
H -4.330 0.732 3.502
H -4.338 1.103 1.746
H -5.920 -1.552 0.595
H -4.786 -2.923 0.407
H -4.413 -1.332 -0.269
H -4.076 -3.394 3.493
H -5.550 -2.452 3.607
H -4.146 -1.959 4.535
H -1.125 0.577 0.835
H 1.449 2.801 3.723
H 0.004 3.773 3.896
H 0.958 3.884 2.442
H -2.818 2.524 3.021
H -2.548 2.510 1.255
H -1.957 3.846 2.251
H 0.260 0.690 -0.840
H 0.336 3.067 -1.363
H -0.561 3.252 0.171
H -2.389 2.650 -1.252
H -1.749 1.028 -1.021
H -2.105 1.724 -3.421
H -0.631 2.691 -3.278
H 0.584 0.808 -3.236
H -0.720 0.065 -3.831
H 2.147 1.558 -1.309
H 2.213 -0.506 -0.636
H 4.228 0.208 -0.868
H 2.391 -0.765 3.594
H 1.826 0.787 3.138
H 5.256 1.089 7.254
H 5.079 2.458 6.146
H 6.347 1.246 5.862
H 4.946 -2.167 0.908
H 3.390 -2.496 -0.664
C -3.263 1.198 -8.120
C -3.448 2.139 -6.943
O -2.389 2.091 -5.995
C -1.106 2.434 -6.481
C -1.010 3.847 -7.030
H -3.099 0.177 -7.773
H -4.152 1.214 -8.750
H -2.413 1.482 -8.743
H -4.339 1.856 -6.385
H -3.604 3.166 -7.289
H -0.776 1.703 -7.229
H -0.431 2.333 -5.628
H -1.619 3.979 -7.924
H 0.022 4.077 -7.296
H -1.350 4.569 -6.286
C -0.366 -8.593 -1.670
C -0.069 -7.104 -1.610
O -0.213 -6.539 -0.320
C 0.626 -7.065 0.696
C 2.110 -6.871 0.445
H -1.355 -8.801 -1.261
H -0.334 -8.938 -2.704
H 0.361 -9.177 -1.104
H -0.782 -6.566 -2.235
H 0.929 -6.895 -2.013
H 0.395 -8.121 0.873
H 0.346 -6.526 1.601
H 2.463 -7.435 -0.420
H 2.684 -7.200 1.311
H 2.316 -5.814 0.267
C 2.227 -0.870 -8.159
C 2.012 0.100 -7.011
O 3.033 0.080 -6.026
C 4.333 0.420 -6.483
C 4.440 1.821 -7.060
H 2.376 -1.882 -7.781
H 1.358 -0.866 -8.817
H 3.097 -0.605 -8.760
H 1.098 -0.170 -6.478
H 1.869 1.122 -7.383
H 4.691 -0.320 -7.206
H 4.975 0.337 -5.606
H 3.861 1.932 -7.977
H 5.478 2.049 -7.296
H 4.075 2.559 -6.343
C -4.682 2.812 7.380
C -4.370 1.475 6.732
O -2.988 1.223 6.527
C -2.184 1.186 7.695
C -2.590 0.114 8.690
H -4.222 3.627 6.819
H -5.760 2.969 7.407
H -4.315 2.864 8.406
H -4.811 1.446 5.734
H -4.824 0.656 7.302
H -2.163 2.170 8.177
H -1.173 0.988 7.337
H -3.574 0.305 9.121
H -1.873 0.076 9.510
H -2.620 -0.864 8.207
*
```